Computed, not measured: a 10-piece molecular cluster, C40H60O38S9 overall, with ωB97M-V/def2-TZVPD.

Each line ends with the Löwdin charge.
Geometry (Å):
C1 -0.0421 -2.4990 -1.4534  -0.106
C2 -1.2280 -2.9776 -2.3370  -0.226
C3 -0.8416 -3.2405 -3.8065  -0.196
C4 0.1055 -2.1525 -4.3576  -0.207
C5 0.2712 -2.1838 -5.8897  -0.181
C6 0.0099 -0.8299 -6.6166  -0.184
C7 0.5387 0.4385 -5.8957  -0.181
C8 -0.5980 1.4837 -5.7272  -0.151
C9 -1.8004 0.9665 -4.9660  -0.209
C10 -1.7525 0.8805 -3.5683  -0.017
C11 -2.8222 0.3945 -2.8242  0.003
C12 -3.9679 0.0004 -3.5009  -0.092
C13 -4.0397 0.0958 -4.8913  -0.087
C14 -2.9694 0.5840 -5.6319  0.039
C15 -5.2940 -0.3683 -5.5860  -0.282
O1 -5.7271 0.1863 -6.5695  0.107
C16 -5.9169 -1.5906 -4.9659  -0.084
C17 -6.5088 -2.5997 -5.7095  -0.007
C18 -7.0372 -3.7202 -5.0733  -0.062
C19 -6.9625 -3.8366 -3.6857  -0.058
C20 -6.3626 -2.8186 -2.9442  -0.005
C21 -5.8437 -1.6937 -3.5640  -0.081
C22 -5.1724 -0.5773 -2.8053  -0.283
O2 -5.5571 -0.1837 -1.7329  0.134
H1 -0.1412 -2.8720 -0.4261  0.046
H2 0.9422 -2.7184 -1.8742  0.052
H3 -0.1094 -1.4032 -1.4065  0.064
H4 -1.9929 -2.1892 -2.3199  0.083
H5 -1.6496 -3.8725 -1.8730  0.075
H6 -0.3392 -4.2224 -3.8453  0.091
H7 -1.7300 -3.2735 -4.4527  0.107
H8 -0.2089 -1.1868 -3.9496  0.084
H9 1.0958 -2.3477 -3.9205  0.098
H10 1.2332 -2.5793 -6.2297  0.101
H11 -0.4863 -2.8866 -6.2680  0.104
H12 0.5520 -0.8864 -7.5708  0.103
H13 -1.0507 -0.7853 -6.8795  0.092
H14 1.2651 0.9172 -6.5664  0.104
H15 1.0712 0.2373 -4.9617  0.105
H16 -0.2384 2.4265 -5.2977  0.118
H17 -0.9425 1.7181 -6.7449  0.114
H18 -0.8259 1.1753 -3.0762  0.127
H19 -2.7579 0.3076 -1.7429  0.129
H20 -2.9953 0.6498 -6.7176  0.131
H21 -6.5422 -2.5254 -6.7941  0.123
H22 -7.5003 -4.5240 -5.6389  0.107
H23 -7.3754 -4.7151 -3.1998  0.108
H24 -6.3050 -2.9452 -1.8648  0.125
O3 -6.4526 6.5087 -5.8356  -0.222
S1 -7.1204 5.4880 -5.1107  0.602
O4 -7.8409 5.7586 -3.9202  -0.219
O5 -6.0750 4.3034 -4.8349  -0.185
C23 -6.5681 3.0751 -5.3882  -0.166
C24 -7.4245 3.4947 -6.5605  -0.160
O6 -8.0849 4.6871 -6.1139  -0.189
H25 -7.1616 2.5695 -4.6223  0.139
H26 -5.7438 2.4353 -5.6880  0.109
H27 -8.1503 2.7363 -6.8402  0.137
H28 -6.8129 3.7488 -7.4290  0.136
O7 4.0584 -1.3979 1.5838  -0.221
S2 2.6643 -1.1817 1.4172  0.597
O8 2.0761 -1.0456 0.1311  -0.232
O9 2.2321 0.0605 2.3251  -0.192
C25 1.2046 -0.3407 3.2455  -0.171
C26 1.4539 -1.8099 3.4905  -0.145
O10 1.8643 -2.3202 2.2103  -0.188
H29 0.2376 -0.1746 2.7622  0.138
H30 1.2592 0.2394 4.1561  0.072
H31 0.5690 -2.3324 3.8445  0.139
H32 2.2713 -1.9595 4.1974  0.121
O11 0.0368 3.0380 6.9581  -0.210
S3 -0.3658 1.8310 6.3313  0.609
O12 0.5176 0.7288 6.1841  -0.223
O13 -0.9922 2.1902 4.8983  -0.184
C27 -2.3381 1.6997 4.8149  -0.152
C28 -2.8397 1.7155 6.2416  -0.164
O14 -1.7093 1.3100 7.0259  -0.181
H33 -2.3091 0.6841 4.4137  0.133
H34 -2.9322 2.3294 4.1579  0.139
H35 -3.6761 1.0391 6.3967  0.143
H36 -3.1250 2.7222 6.5532  0.123
O15 -1.1168 -4.6150 0.2348  -0.228
S4 -1.7859 -5.6684 0.9107  0.618
O16 -2.5866 -5.4415 2.0579  -0.211
O17 -0.7103 -6.8137 1.2376  -0.183
C29 -1.1158 -8.0527 0.6441  -0.162
C30 -1.9161 -7.6515 -0.5765  -0.159
O18 -2.6519 -6.4942 -0.1583  -0.185
H37 -1.7325 -8.5923 1.3660  0.134
H38 -0.2463 -8.6538 0.3908  0.137
H39 -2.5925 -8.4341 -0.9092  0.136
H40 -1.2635 -7.3600 -1.4028  0.134
O19 3.0458 1.7995 4.4095  -0.215
S5 3.8227 1.0920 5.3639  0.601
O20 3.7407 -0.3166 5.5151  -0.204
O21 3.6077 1.7833 6.7946  -0.186
C31 4.8657 2.2221 7.3211  -0.154
C32 5.7086 2.5209 6.1020  -0.160
O22 5.3581 1.4952 5.1622  -0.174
H41 5.2928 1.4088 7.9120  0.134
H42 4.7286 3.0945 7.9548  0.138
H43 6.7739 2.4988 6.3124  0.140
H44 5.4481 3.4859 5.6636  0.121
O23 1.4511 -5.5317 -5.2001  -0.219
S6 2.2268 -6.1968 -4.2164  0.596
O24 2.1681 -7.6004 -4.0199  -0.219
O25 1.9804 -5.4682 -2.8086  -0.200
C33 3.2223 -4.9931 -2.2747  -0.156
C34 4.0796 -4.7152 -3.4913  -0.157
O26 3.7619 -5.7730 -4.4088  -0.186
H45 3.6532 -5.7822 -1.6549  0.135
H46 3.0594 -4.1053 -1.6674  0.132
H47 5.1419 -4.7149 -3.2629  0.136
H48 3.8081 -3.7664 -3.9602  0.132
O27 8.5840 6.5471 3.1060  -0.209
S7 7.5089 5.8411 3.7042  0.612
O28 7.6657 5.1095 4.9114  -0.225
O29 6.8564 4.8855 2.5985  -0.262
C35 5.4687 5.1987 2.4464  -0.150
C36 5.3576 6.6690 2.7950  -0.162
O30 6.2670 6.8498 3.8857  -0.188
H49 4.8981 4.5803 3.1440  0.132
H50 5.1464 4.9860 1.4300  0.139
H51 4.3507 6.9549 3.0875  0.135
H52 5.6885 7.3001 1.9668  0.134
O31 -5.5719 3.5793 8.4314  -0.217
S8 -4.7837 2.8648 9.3705  0.593
O32 -4.8718 1.4582 9.5209  -0.212
O33 -4.9562 3.5578 10.8057  -0.183
C37 -3.6791 3.9782 11.3040  -0.159
C38 -2.8568 4.2676 10.0660  -0.156
O34 -3.2429 3.2492 9.1356  -0.206
H53 -3.2516 3.1576 11.8836  0.135
H54 -3.7904 4.8514 11.9416  0.136
H55 -1.7873 4.2275 10.2534  0.140
H56 -3.1135 5.2378 9.6349  0.136
O35 7.5393 3.5821 1.0531  -0.214
S9 8.6133 2.6584 0.9954  0.635
O36 9.3337 2.2785 2.1547  -0.201
O37 9.6508 3.1584 -0.1268  -0.181
C39 9.8298 2.1413 -1.1169  -0.167
C40 8.5225 1.3773 -1.1294  -0.169
O38 8.1244 1.3230 0.2428  -0.181
H57 10.6598 1.5032 -0.8058  0.134
H58 10.0594 2.5885 -2.0808  0.135
H59 8.6284 0.3748 -1.5355  0.135
H60 7.7520 1.9155 -1.6869  0.133

Computed properties:
highest occupied orbital energy: -9.44 eV
charge: 0
total energy: -217766.859 eV
structure (SMILES): CCCCCCCCc1ccc2c(c1)C(=O)c1ccccc1C2=O.O=S1(=O)OCCO1.O=S1(=O)OCCO1.O=S1(=O)OCCO1.O=S1(=O)OCCO1.O=S1(=O)OCCO1.O=S1(=O)OCCO1.O=S1(=O)OCCO1.O=S1(=O)OCCO1.O=S1(=O)OCCO1

***

Computed, not measured: C40H61BLaN3O7P2S3 as an isolated structure, with ωB97M-V/def2-TZVPD.

Each line ends with the Löwdin charge.
Geometry (Å):
La1 6.3314 -2.8075 23.4287  1.712
C1 8.2841 4.1560 21.0294  -0.134
C2 8.5505 4.4190 22.5181  -0.706
C3 10.0667 4.8043 22.5128  -0.133
C4 7.6123 5.5151 22.9798  -0.098
P1 8.3726 2.7331 23.3459  1.137
C5 6.5341 2.4566 23.3123  -0.264
N1 5.9401 1.8908 22.0966  0.065
B1 5.9835 0.5466 21.6453  -0.732
N2 4.9034 0.4046 20.6677  0.060
C6 4.4942 -0.8053 19.9528  -0.236
P2 3.8552 -2.2144 21.1158  1.154
C7 2.0633 -1.8748 21.4550  -0.719
C8 2.2105 -0.5924 22.2672  -0.130
C9 1.0458 -1.6999 20.3233  -0.091
C10 1.5593 -3.0030 22.3202  -0.117
C11 4.1742 -3.7207 20.0333  -0.624
C12 4.5805 -4.8129 21.1159  -0.397
C13 5.3934 -3.5325 19.1134  -0.098
C14 2.9915 -4.2703 19.2076  -0.091
C15 4.2505 1.6474 20.6093  -0.203
C16 3.3361 2.1264 19.6826  -0.032
C17 2.7701 3.4212 19.8052  -0.102
C18 3.3907 4.2655 20.7432  -0.122
C19 4.4368 3.8711 21.6126  -0.004
C20 4.8594 2.5233 21.4692  -0.158
C21 8.7016 2.9944 25.1986  -0.616
C22 8.0861 4.2558 25.9640  -0.111
C23 10.2828 3.0187 25.4661  -0.114
C24 8.0862 1.6575 25.8934  -0.136
H1 8.3841 5.0095 20.3582  0.080
H2 7.3482 3.6429 20.8709  0.056
H3 9.0236 3.4194 20.6871  0.075
H4 10.3569 5.5814 21.7558  0.080
H5 10.6983 3.9221 22.2300  0.077
H6 10.4962 5.0879 23.5022  0.048
H7 7.9942 6.4845 22.6827  0.070
H8 7.4204 5.4510 24.0682  0.042
H9 6.6620 5.5325 22.4008  0.067
H10 5.9761 3.3412 23.5620  0.075
H11 6.2783 1.6575 24.0231  0.048
H12 5.4133 -1.3222 19.5837  0.057
H13 3.8662 -0.5270 19.0472  0.102
H14 2.7379 0.1030 21.6481  0.039
H15 2.8299 -0.6198 23.1447  -0.014
H16 1.3012 -0.0534 22.6344  0.106
H17 1.4080 -1.0504 19.5383  0.056
H18 0.1735 -1.1456 20.6843  0.076
H19 0.7668 -2.6737 19.8840  0.067
H20 2.3323 -3.2180 23.1028  0.095
H21 1.4014 -3.9176 21.7616  0.055
H22 0.6386 -2.7058 22.8205  0.084
H23 6.0944 -5.9987 22.9760  0.048
H24 4.5529 -5.8122 20.5472  0.115
H25 3.7017 -4.9129 21.7913  0.097
H26 6.1518 -3.0283 19.7914  0.075
H27 5.1263 -2.8489 18.3106  0.069
H28 5.7887 -4.4908 18.7784  0.074
H29 2.1486 -4.4943 19.9031  0.063
H30 3.4002 -5.2216 18.8071  0.078
H31 2.6606 -3.5544 18.4768  0.063
H32 2.7899 1.3769 19.1031  0.090
H33 1.9557 3.7326 19.1982  0.070
H34 2.9931 5.2277 20.9382  0.067
H35 4.7906 4.5520 22.3393  0.067
H36 8.6772 5.1523 25.7765  0.050
H37 8.0401 4.0635 27.1052  0.102
H38 7.0851 4.5274 25.5901  0.050
H39 10.7586 3.9757 25.0230  0.063
H40 10.7885 2.1090 25.0472  0.085
H41 10.5078 3.0420 26.4805  0.029
H42 7.0013 1.7154 25.9165  0.061
H43 8.5552 1.5809 26.8833  0.080
H44 8.3660 0.7351 25.3060  -0.014
S1 8.0286 -1.5386 25.3924  0.427
C25 6.9093 -1.0579 26.6676  -0.733
C26 7.2616 -1.0530 28.0606  -0.148
C27 6.4416 -0.6886 29.1284  -0.162
C28 5.2036 -0.2006 28.7962  -0.159
C29 4.8102 -0.2451 27.4805  -0.173
C30 5.5762 -0.6703 26.4074  -0.681
S2 4.8676 -0.6388 24.7343  0.471
H45 8.3468 -1.3786 28.3569  0.113
H46 6.7475 -0.6535 30.2075  0.095
H47 4.4673 0.0444 29.6012  0.097
H48 3.8247 0.0263 27.2429  0.065
C31 6.3957 -7.9756 17.0528  -0.033
C32 6.7032 -7.8961 18.6383  -0.256
C33 5.8569 -8.6022 19.5003  -0.056
C34 6.1628 -8.5967 20.8577  -0.075
C35 7.2520 -7.8351 21.2803  -0.336
C36 8.0300 -7.1306 20.4277  -0.068
C37 7.7119 -7.1174 19.0822  -0.064
S3 7.6133 -7.7091 23.0744  0.913
O1 5.7693 -4.5140 21.7695  -0.473
O2 8.9259 -7.0166 23.0781  -0.515
N3 6.2880 -6.9041 23.4068  -0.265
C38 5.6399 -7.0943 24.7876  -0.089
C39 4.9366 -5.6908 25.1742  -0.644
O3 3.8510 -5.7552 25.7587  -0.006
O4 5.5689 -4.6700 24.7905  -0.236
H49 5.3638 -8.0844 16.8293  0.041
H50 6.9341 -8.6262 16.4232  0.038
H51 6.6163 -6.9184 16.7291  0.079
H52 5.0441 -9.1347 18.9769  0.111
H53 5.5730 -9.1896 21.5651  0.110
H54 8.8005 -6.5009 20.8086  0.099
H55 8.1926 -6.3893 18.4341  0.117
H56 6.4364 -7.2672 25.4791  0.079
H57 4.9928 -8.0073 24.7412  0.108
O5 6.9296 -1.5105 21.5866  -0.475
O6 7.0377 -0.1915 22.0408  -0.054
C40 9.4873 -3.7006 22.3709  -0.153
O7 8.4968 -4.2512 23.2145  -0.278
H58 9.9504 -2.7896 22.8323  0.098
H59 9.1148 -3.5038 21.3596  0.080
H60 10.3030 -4.3888 22.2201  0.069
H61 8.6313 -5.2018 23.4074  0.044

Computed properties:
energy above the lowest of the compared OMol25 structures with the same formula, charge and spin: 118.8 kJ/mol
highest occupied orbital energy: -1.72 eV
charge: -2
total energy: -113896.418 eV